Formula: C4H10BGdN4O4P
Source: the Open Molecules 2025 dataset
Level of theory: wB97M-V/def2-TZVPD

## Properties
**Highest occupied orbital energy (alpha / beta)**: -18.90 / -18.90 eV
**Lowest unoccupied orbital energy (alpha / beta)**: -13.68 / -13.47 eV
**HOMO-LUMO gap (alpha / beta)**: 5.23 / 5.43 eV
**2S+1**: 8
**Net charge**: +3
**Electronic energy**: -49225.2399 eV
**Max |F|**: 0.0330 hartree/bohr

Last column: Mulliken spin population.
Cartesian coordinates (Å):
Gd -2.68 2.29 4.09  5.760
P 0.80 1.46 -1.36  0.015
O -2.57 0.26 2.67  0.131
O 2.76 -1.17 -0.53  0.002
O -1.12 0.95 1.26  0.277
O -1.80 -2.41 -2.00  0.004
N -1.41 0.57 2.51  -0.194
N 0.90 2.68 -0.20  0.931
N 0.03 -1.03 -1.69  0.018
N 1.50 -1.05 1.62  0.001
C -1.36 -1.40 -1.58  -0.001
C -2.00 -0.31 -0.73  0.005
C 0.38 -0.15 -0.57  0.009
C -0.89 -0.21 0.30  0.011
B 1.71 -0.79 0.21  0.016
H 1.81 3.15 -0.16  -0.022
H 0.59 -1.88 -1.78  0.001
H -0.18 1.85 -2.27  0.038
H -1.99 0.58 -1.37  0.001
H -0.81 -1.13 0.88  0.002
H 2.04 -0.42 2.21  0.001
H 1.97 1.29 -2.09  -0.006
H 1.89 -1.97 1.87  0.000
H -3.00 -0.55 -0.39  -0.001
H 3.44 -0.61 -0.92  0.001

***

Formula: C13H27B4O8
Source: the Open Molecules 2025 dataset
Level of theory: wB97M-V/def2-TZVPD

## Properties
**Highest occupied orbital energy**: -4.28 eV
**Lowest unoccupied orbital energy**: 2.01 eV
**HOMO-LUMO gap**: 6.29 eV
**Net charge**: -1
**Electronic energy**: -33015.3544 eV
**Max |F|**: 0.0375 hartree/bohr

Last column: natural (NBO) charge in e.
Cartesian coordinates (Å):
O 1.47 1.83 -1.26  -0.896
O -0.39 2.17 -2.73  -0.905
O 2.22 -2.72 2.35  -0.801
O -2.01 -1.26 1.72  -0.540
O 2.84 -0.91 3.55  -0.794
O -0.53 3.11 -0.53  -0.892
O -3.87 1.80 -3.95  -0.891
O -3.23 0.05 -2.49  -0.943
C 1.53 -1.20 -2.01  -0.388
C 1.64 -1.16 -0.46  -0.411
C 0.28 -1.10 0.29  -0.427
C -2.75 2.50 -1.71  -1.176
C -1.73 -2.44 0.97  -0.055
C 3.04 -1.90 2.81  0.762
C -3.25 -0.69 1.39  -0.243
C -0.80 -2.08 -0.23  -0.431
C 0.48 -0.24 -2.62  -0.821
C 4.51 -2.12 2.40  -0.735
C 1.64 1.80 1.92  -0.169
C 0.84 1.72 2.96  -0.405
C 1.53 3.04 1.00  -0.805
B -3.29 1.45 -2.76  1.169
B 0.79 2.64 -0.35  1.189
B -1.17 2.58 -1.65  1.190
B 0.57 1.27 -2.17  1.209
H -3.98 0.99 -4.49  0.493
H 2.53 -0.92 -2.41  0.195
H 2.13 -2.10 -0.14  0.237
H -0.56 -0.61 -2.50  0.257
H 2.34 1.00 1.67  0.234
H -3.19 3.48 -1.98  0.269
H 1.04 3.87 1.53  0.220
H -0.10 -0.06 0.31  0.181
H 4.89 -1.24 1.86  0.196
H 0.33 2.64 3.27  0.163
H 0.49 -1.37 1.34  0.278
H -3.20 2.25 -0.73  0.262
H 5.13 -2.27 3.29  0.198
H 0.65 -0.23 -3.72  0.239
H -3.88 -0.10 -1.79  0.490
H -2.70 -2.79 0.56  0.147
H -4.06 -1.22 1.93  0.162
H -3.44 -0.62 0.30  0.143
H -3.27 0.35 1.77  0.190
H 4.62 -2.99 1.75  0.191
H -1.27 -3.22 1.60  0.202
H -1.47 -1.57 -0.95  0.186
H 2.57 3.36 0.77  0.224
H -0.39 -2.99 -0.71  0.208
H 1.38 -2.24 -2.33  0.193
H 2.34 -0.37 -0.17  0.211
H 0.71 0.79 3.51  0.241

***

Formula: C24H43IInP2
Source: the Open Molecules 2025 dataset
Level of theory: wB97M-V/def2-TZVPD

## Properties
**Highest occupied orbital energy (alpha / beta)**: -7.51 / -7.51 eV
**Lowest unoccupied orbital energy (alpha / beta)**: -4.01 / -4.01 eV
**HOMO-LUMO gap (alpha / beta)**: 3.50 / 3.50 eV
**Net charge**: +1
**Electronic energy**: -57424.8100 eV
**Max |F|**: 0.0694 hartree/bohr

Last column: Löwdin charge in e.
Cartesian coordinates (Å):
I -1.19 0.90 1.96  0.755
In 0.89 -0.90 -1.07  0.873
P -1.83 0.70 -0.46  0.501
P 1.57 1.71 0.30  0.692
C -1.22 -1.23 -4.69  -0.174
C 2.30 2.79 1.55  -0.278
C -0.98 2.10 -1.22  -0.432
C -1.75 1.14 -4.09  -0.133
C -1.77 -0.98 -1.25  -0.342
C -1.71 -3.07 2.82  -0.082
C -0.75 1.80 -4.98  -0.163
C 1.56 -1.59 3.82  -0.251
C 0.81 -2.49 3.03  -0.223
C 3.14 1.44 -0.71  -0.312
C 1.00 0.19 5.63  -0.057
C -0.56 -2.37 3.43  -0.289
C 0.30 -1.04 -4.62  -0.165
C 1.34 -3.42 2.01  -0.072
C 0.22 2.81 -0.56  -0.388
C 0.87 -0.35 -3.41  -0.291
C -3.58 0.97 -0.65  -0.248
C 3.02 -1.39 3.78  -0.069
C 1.08 1.00 -3.37  -0.118
C -2.03 -0.16 -4.06  -0.148
C -1.88 -0.94 5.16  -0.080
C 0.66 -0.90 4.69  -0.235
C 0.62 2.04 -4.33  -0.155
C -0.65 -1.41 4.47  -0.308
H 2.94 3.55 1.08  0.056
H -1.70 -0.79 6.23  0.077
H -1.69 -1.76 -0.46  0.060
H -0.74 1.79 -2.24  0.023
H -1.50 -3.40 1.80  0.051
H 2.93 2.13 2.15  0.051
H 3.29 -0.34 3.96  0.062
H 0.58 3.01 -3.79  0.120
H -3.78 1.05 -1.72  0.054
H -0.61 1.26 -5.92  0.120
H 0.64 -0.53 -5.53  0.125
H 3.55 2.40 -1.05  0.057
H 3.84 0.95 -0.01  0.064
H -3.88 1.88 -0.13  0.066
H 1.78 1.42 -2.64  0.062
H 1.36 2.17 -5.15  0.149
H 0.76 3.41 -1.32  0.083
H -1.04 -1.13 -2.13  -0.022
H -1.46 -1.37 -5.76  0.135
H 2.09 0.25 5.80  0.073
H 0.51 0.03 6.60  0.081
H -1.14 2.80 -5.26  0.131
H -4.11 0.11 -0.23  0.075
H 2.20 -2.96 1.50  0.048
H -2.20 0.01 4.73  0.031
H -3.03 -0.50 -3.72  0.121
H 3.42 -1.69 2.80  0.059
H 1.64 -1.09 -2.99  0.042
H -1.80 2.82 -1.22  0.096
H -2.61 -2.44 2.78  0.065
H 0.67 1.18 5.26  0.076
H -1.98 -3.97 3.40  0.087
H 3.01 0.76 -1.58  -0.014
H -2.73 -1.07 -1.79  0.051
H 3.53 -1.99 4.54  0.085
H -0.15 3.47 0.25  0.073
H 0.73 -2.05 -4.62  0.123
H -2.68 -1.68 5.04  0.074
H 0.58 -3.65 1.26  0.051
H -1.51 -2.16 -4.20  0.117
H -2.40 1.87 -3.55  0.116
H 1.55 3.26 2.18  0.045
H 1.69 -4.37 2.45  0.095